(1)
The following is a DFT calculation (the ωB97M-V functional and the def2-TZVPD basis) of 2 unconnected molecules or ions with the total composition C6H14N2O2 in a non-equilibrium geometry.

Last column: Löwdin charge in e.
Element x y z (Å)
C 0.78835 -0.61705 2.57332  -0.069
N -0.63569 -0.33796 2.41331  0.001
C -1.32751 -0.73309 1.30135  -0.526
C -2.80328 -0.94064 1.58684  -0.005
O -0.81471 -0.98133 0.23118  0.051
H 1.11590 -0.41459 3.58956  0.083
H 1.00452 -1.67538 2.40994  0.088
H 1.39025 -0.07212 1.84408  0.068
H -1.03685 0.14426 3.19660  0.131
H -3.36687 -1.22702 0.69757  0.082
H -2.85406 -1.68095 2.38070  0.083
H -3.38940 -0.04724 1.83203  0.084
C 0.19054 -0.69045 -2.98157  -0.085
N 0.59979 0.20256 -1.93204  0.010
C 1.41053 1.24659 -2.17762  -0.566
C 1.76956 2.04781 -0.93107  -0.008
O 1.86193 1.59416 -3.25341  0.036
H -0.83070 -1.05781 -2.86706  0.080
H 0.12086 -0.21781 -3.96544  0.082
H 0.87431 -1.53273 -3.10511  0.084
H 0.20732 0.07434 -0.99954  0.084
H 1.54514 1.62667 0.05289  0.052
H 2.84356 2.23749 -1.00231  0.081
H 1.33651 3.05230 -0.89421  0.080

Its net charge is 0. As for the SMILES: CNC(C)=O.CNC(C)=O. The value obtained for the gap between HOMO and LUMO is 9.6 eV. The energy above the lowest of the compared OMol25 structures with the same formula, charge and spin is 19.1 kcal/mol.

(2)
The following is a DFT calculation (the ωB97M-V functional and the def2-TZVPD basis) of C21H27N3O4S in the gas phase.

Last column: Löwdin charge in e.
Element x y z (Å)
C 4.58826 1.30864 -3.87036  -0.098
C 3.75719 0.68532 -4.98497  -0.228
C 4.07799 -0.80217 -5.15356  -0.203
O 3.77644 -1.56121 -3.99882  -0.041
C 2.49353 -1.86623 -3.69802  -0.257
C 1.38291 -1.60671 -4.49879  -0.005
C 0.12434 -1.99089 -4.07719  -0.006
C -0.06389 -2.60793 -2.84607  -0.179
C -1.42655 -3.04113 -2.46014  -0.428
O -2.21079 -3.53531 -3.24312  0.089
N -1.77640 -2.93177 -1.13212  0.138
C -1.22579 -2.16581 -0.11223  -0.243
C -0.54851 -0.97021 -0.36444  -0.002
C -0.02352 -0.24029 0.68439  -0.044
C -0.18170 -0.68678 1.98290  -0.275
S 0.42456 0.31205 3.33900  0.661
O 0.62365 -0.52809 4.48205  -0.280
O 1.50813 1.12338 2.87050  -0.280
N -0.83493 1.33923 3.70097  -0.236
C -2.01317 0.72696 4.26304  -0.189
C -2.88134 1.81441 4.88977  -0.181
N -3.23286 2.79736 3.87960  -0.230
C -4.14879 3.79123 4.39661  -0.101
C -2.02873 3.40576 3.34102  -0.181
C -1.15476 2.32961 2.70303  -0.189
C -0.87638 -1.85080 2.25238  -0.056
C -1.39889 -2.58901 1.20848  -0.002
C 1.05102 -2.89063 -2.05543  -0.028
C 2.30785 -2.52728 -2.47772  0.019
H 5.64777 1.25567 -4.10979  0.074
H 4.42032 0.77837 -2.93610  0.074
H 4.31652 2.35184 -3.73076  0.071
H 2.69675 0.80570 -4.75514  0.100
H 3.95959 1.18815 -5.93233  0.113
H 5.15560 -0.93259 -5.28653  0.130
H 3.56922 -1.21508 -6.03309  0.120
H 1.48475 -1.11965 -5.45555  0.108
H -0.73566 -1.80391 -4.70274  0.124
H -2.60682 -3.46033 -0.89091  0.158
H -0.44165 -0.61587 -1.37680  0.120
H 0.52082 0.67412 0.51134  0.118
H -2.59345 0.20553 3.48527  0.129
H -1.68013 0.01137 5.01453  0.120
H -2.32954 2.27501 5.72738  0.132
H -3.80035 1.36872 5.27680  0.124
H -4.41745 4.47702 3.59474  0.084
H -3.72266 4.37240 5.22870  0.089
H -5.05192 3.29360 4.74616  0.084
H -1.44846 3.91905 4.12723  0.132
H -2.31717 4.13703 2.58270  0.124
H -1.69900 1.87564 1.85972  0.129
H -0.21343 2.74942 2.34892  0.120
H -0.97763 -2.17315 3.27633  0.116
H -1.93783 -3.50394 1.40623  0.117
H 0.93406 -3.41036 -1.11638  0.125
H 3.17889 -2.74547 -1.88069  0.123

Its net charge is 0. As for the SMILES: CCCOc1ccc(C(=O)Nc2ccc(S(=O)(=O)N3CCN(C)CC3)cc2)cc1. The value obtained for the gap between HOMO and LUMO is 9.2 eV. The energy above the lowest of the compared OMol25 structures with the same formula, charge and spin is 58.6 kcal/mol.

(3)
The following is a DFT calculation (the ωB97M-V functional and the def2-TZVPD basis) of C5H9Cl in the gas phase in a non-equilibrium geometry.

Last column: Löwdin charge in e.
Element x y z (Å)
C -1.45905 -1.29663 0.10459  -0.060
C -0.44528 -0.18295 -0.08744  -0.360
C -0.97201 1.21654 0.09378  -0.051
C 0.83338 -0.50774 -0.22815  -0.166
C 1.96289 0.47198 -0.13371  -0.616
Cl 3.51606 -0.33210 0.11996  0.551
H -2.28476 -1.09621 -0.51488  0.053
H -1.84096 -1.23580 1.12099  0.084
H -1.05010 -2.29189 -0.07933  0.081
H -1.07563 1.38404 1.17310  0.093
H -1.93140 1.30110 -0.41885  0.081
H -0.27274 1.94788 -0.31977  0.074
H 1.06351 -1.54068 -0.54055  0.106
H 1.83847 1.06816 0.73274  0.052
H 2.11762 1.09428 -1.02250  0.078

Its net charge is 0. As for the SMILES: CC(C)=CCCl. The value obtained for the gap between HOMO and LUMO is 10.2 eV. The energy above the lowest of the compared OMol25 structures with the same formula, charge and spin is 11.7 kcal/mol.

(4)
The following is a DFT calculation (the ωB97M-V functional and the def2-TZVPD basis) of 7 unconnected molecules or ions with the total composition C42H99O22P in a non-equilibrium geometry.

Last column: Löwdin charge in e.
Element x y z (Å)
C 4.65390 15.35835 6.34267  -0.078
C 5.72620 14.41712 5.89259  -0.252
O 5.37130 13.36924 4.98867  -0.181
P 3.95873 13.14966 4.22815  0.548
O 2.71359 13.14501 5.10604  -0.276
O 3.92402 14.23039 2.97818  -0.219
C 3.09407 13.94997 1.89500  -0.265
C 1.55805 14.14388 2.28309  -0.047
O 4.24374 11.68921 3.59532  -0.208
C 4.58906 10.49130 4.24946  -0.242
C 4.58598 9.23857 3.25697  -0.052
H 4.87294 15.82488 7.30313  0.078
H 4.40591 16.13620 5.62049  0.075
H 3.65541 14.92945 6.42728  0.065
H 6.57201 14.90608 5.40925  0.102
H 6.14700 13.93296 6.77385  0.118
H 3.39269 14.79059 1.26867  0.114
H 3.40215 13.00456 1.44848  0.112
H 1.41800 15.13787 2.70790  0.077
H 0.91317 13.85501 1.45316  0.071
H 1.34474 13.52016 3.15117  0.045
H 5.60528 10.57380 4.63493  0.107
H 3.89636 10.36330 5.08125  0.117
H 3.59774 8.77933 3.23271  0.059
H 4.85657 9.47468 2.22783  0.072
H 5.05654 8.37249 3.72234  0.066
C 12.55165 15.90924 16.30821  -0.148
O 12.38180 16.33065 17.60391  -0.146
C 11.70635 15.37227 18.48819  -0.170
C 10.39914 14.77016 18.10437  -0.213
O 10.57994 13.73356 17.14201  -0.160
C 9.46724 13.56110 16.22482  -0.167
C 9.86605 12.93173 14.88551  -0.148
O 10.75478 11.73753 14.76066  -0.203
C 12.17200 11.80913 15.04857  -0.081
H 12.90780 14.89412 16.13273  0.081
H 13.34198 16.52693 15.88166  0.082
H 11.67652 15.95177 15.65980  0.079
H 11.62818 15.71525 19.51986  0.124
H 12.34356 14.51229 18.69430  0.124
H 9.64249 15.53503 17.92955  0.133
H 10.10883 14.15367 18.95510  0.128
H 8.93039 14.45074 15.89551  0.122
H 8.85107 12.85527 16.78180  0.125
H 10.21350 13.68022 14.17337  0.107
H 8.91531 12.59599 14.47142  0.117
H 12.83920 11.14854 14.49491  0.065
H 12.10481 11.62476 16.12076  0.089
H 12.61987 12.76285 14.76941  0.069
C 11.49936 18.61543 10.78135  -0.101
O 11.26576 18.13603 12.10206  -0.211
C 10.51151 16.92269 12.14552  -0.163
C 8.96062 17.07476 11.94464  -0.165
O 8.68827 16.73649 10.62672  -0.146
C 7.77691 17.41472 9.89308  -0.211
C 7.90279 16.90571 8.42457  -0.164
O 6.91335 17.57242 7.69217  -0.197
C 7.24885 18.04491 6.45298  -0.129
H 12.01400 17.78895 10.29128  0.082
H 12.18918 19.45520 10.69758  0.079
H 10.62588 18.84706 10.17187  0.080
H 10.75337 16.69348 13.18333  0.109
H 11.03469 16.22019 11.49677  0.123
H 8.64979 18.06553 12.27609  0.130
H 8.37350 16.45321 12.62071  0.116
H 7.73415 18.50250 9.94793  0.133
H 6.82981 17.03707 10.27843  0.128
H 7.79938 15.82474 8.33021  0.125
H 8.88075 17.19302 8.03837  0.122
H 7.59831 17.25596 5.78699  0.073
H 7.99302 18.84016 6.49624  0.096
H 6.29952 18.37553 6.03159  0.085
C 5.93425 20.08592 -2.04966  -0.111
O 5.70876 19.20596 -0.99670  -0.205
C 5.42579 19.62617 0.37184  -0.143
C 6.10915 18.76102 1.45673  -0.152
O 5.78069 17.35827 1.37663  -0.140
C 6.16459 16.57438 2.49160  -0.154
C 7.75078 16.69983 2.81272  -0.135
O 7.93474 17.94039 3.53755  -0.250
C 9.25304 18.27593 3.77382  -0.127
H 5.01257 20.37904 -2.55233  0.082
H 6.69209 19.61805 -2.67805  0.094
H 6.20927 20.96939 -1.47351  0.074
H 4.35253 19.69554 0.54902  0.119
H 5.79725 20.64649 0.46699  0.104
H 6.10013 19.16592 2.46870  0.102
H 7.16617 18.72508 1.19307  0.118
H 5.95938 15.50672 2.41365  0.108
H 5.64339 17.03324 3.33177  0.115
H 8.17696 16.71875 1.80967  0.122
H 8.03988 15.81974 3.38715  0.113
H 9.16013 19.36181 3.79150  0.078
H 9.93733 18.11690 2.94042  0.095
H 9.64981 17.89175 4.71354  0.088
C 3.97405 21.85362 3.47786  -0.096
O 4.34270 21.68817 4.82372  -0.159
C 5.55144 21.05638 5.04916  -0.217
C 6.78143 22.01676 5.16595  -0.162
O 6.94142 22.65629 3.88595  -0.154
C 6.49865 24.02726 3.83646  -0.159
C 6.49374 24.76341 2.47991  -0.228
O 5.46274 25.67863 2.32901  -0.153
C 5.84623 26.94990 2.74682  -0.136
H 3.24208 22.65970 3.52838  0.099
H 3.46209 20.91022 3.28814  0.090
H 4.71309 21.98252 2.68709  0.082
H 5.89192 20.43893 4.21795  0.102
H 5.56436 20.48166 5.97525  0.115
H 7.72804 21.52023 5.37923  0.102
H 6.52172 22.61117 6.04192  0.126
H 7.15210 24.64410 4.45339  0.119
H 5.47854 24.04062 4.22025  0.123
H 6.29369 24.03392 1.69510  0.117
H 7.40733 25.10473 1.99312  0.127
H 5.95517 27.05057 3.82668  0.083
H 5.05135 27.67191 2.55984  0.090
H 6.78264 27.39397 2.40914  0.088
C 15.18284 19.00806 8.74318  -0.149
O 15.93725 19.18317 7.57423  -0.159
C 16.41902 20.55857 7.41167  -0.142
C 15.25554 21.36488 6.78108  -0.211
O 14.09874 21.47661 7.53688  -0.157
C 13.04748 22.19544 6.92929  -0.184
C 11.60784 21.74114 7.31164  -0.099
O 11.02449 21.08708 6.09683  -0.220
C 10.58944 21.98560 5.03952  -0.089
H 15.70383 19.33293 9.64381  0.080
H 14.92425 17.95451 8.84934  0.088
H 14.23840 19.48616 9.00308  0.063
H 17.32691 20.73239 6.83406  0.120
H 16.81927 20.89422 8.36835  0.114
H 15.00574 20.71060 5.94583  0.128
H 15.57109 22.31067 6.34061  0.124
H 13.25611 22.13538 5.86113  0.110
H 13.22054 23.22719 7.23529  0.123
H 11.03791 22.60288 7.65903  0.115
H 11.79614 21.01433 8.10183  0.113
H 10.17211 21.36423 4.24715  0.073
H 11.47005 22.48220 4.63206  0.075
H 9.88705 22.73302 5.40847  0.080
C 14.56497 17.09341 12.87788  -0.203
O 14.98982 16.11488 13.66876  -0.174
C 16.38405 16.42967 13.91363  -0.149
C 16.86243 15.38018 14.97062  -0.126
O 17.17237 14.10521 14.27485  -0.184
C 17.43373 13.00321 15.15610  -0.167
C 17.52589 11.61149 14.38665  -0.165
O 16.19803 11.14385 14.25190  -0.189
C 15.46101 11.82151 13.22385  -0.097
H 14.23303 17.94574 13.47072  0.101
H 13.64832 16.62289 12.52228  0.087
H 15.08204 17.37984 11.96208  0.092
H 16.51696 17.39505 14.40196  0.124
H 16.89087 16.35060 12.95187  0.128
H 16.20515 15.24184 15.82908  0.121
H 17.82535 15.73126 15.34161  0.112
H 16.61878 12.97148 15.87925  0.114
H 18.23731 13.35839 15.80125  0.109
H 18.29192 10.95294 14.79607  0.117
H 17.85957 11.70081 13.35283  0.110
H 14.57893 11.19518 13.09057  0.072
H 15.97115 11.88770 12.26288  0.092
H 15.02027 12.78823 13.46736  0.079

Its net charge is 0. As for the SMILES: CCOP(=O)(OCC)OCC.COCCOCCOC.COCCOCCOC.COCCOCCOC.COCCOCCOC.COCCOCCOC.COCCOCCOC. The value obtained for the gap between HOMO and LUMO is 9.8 eV. The energy above the lowest of the compared OMol25 structures with the same formula, charge and spin is 189.6 kcal/mol.

(5)
The following is a DFT calculation (the ωB97M-V functional and the def2-TZVPD basis) of a molecular structure, C19H26NO3 in a non-equilibrium geometry.

Last column: Löwdin charge in e.
Element x y z (Å)
C 2.22482 4.41386 -2.75670  -0.046
O 0.82659 4.28004 -2.40282  -0.077
C 0.50694 3.75279 -1.19145  -0.252
C -0.85445 3.45675 -0.99634  0.022
C -1.27662 2.84912 0.17184  -0.041
C -0.35443 2.44444 1.15199  -0.231
C -0.88182 1.67882 2.30467  -0.005
C 0.10262 0.71286 2.91938  -0.169
C -0.11914 0.26627 4.23615  -0.036
C 0.62388 -0.78508 4.78924  -0.015
C 1.67355 -1.36613 4.07206  -0.266
C 2.49149 -2.52462 4.59059  -0.046
C 1.94636 -0.91060 2.78911  -0.027
C 1.23703 0.16000 2.25079  -0.011
C 0.98925 2.85913 1.02436  -0.037
C 1.43343 3.48214 -0.14914  0.015
H 2.23369 4.90771 -3.73280  0.098
H 2.76273 5.03646 -2.01585  0.094
H 2.71257 3.42222 -2.83314  0.106
H -1.55687 3.74190 -1.76831  0.127
H -2.33159 2.61361 0.29227  0.112
H -1.84505 1.16055 2.09583  0.151
H -0.88238 0.73325 4.86223  0.100
H 0.42699 -1.16373 5.79915  0.124
H 3.51879 -2.51770 4.18074  0.087
H 2.56812 -2.53266 5.69024  0.085
H 2.05681 -3.49812 4.29352  0.096
H 2.74169 -1.39238 2.21781  0.126
H 1.58727 0.52384 1.29123  0.108
H 1.75132 2.62092 1.76838  0.118
H 2.47621 3.77161 -0.26371  0.109
O -4.40299 2.74334 3.97745  -0.060
C -3.98375 3.15610 2.67653  -0.242
C -2.73530 3.97410 2.81045  -0.096
N -1.61849 3.03887 3.33601  0.007
C -0.62805 3.81327 4.22918  -0.085
C -0.72195 3.33401 5.66249  -0.240
O -2.08282 3.31207 6.02947  -0.057
H -5.32361 2.43323 3.94925  0.110
H -3.75441 2.25982 2.07775  0.110
H -4.78668 3.78045 2.25042  0.141
H -2.33671 4.35718 1.84916  0.129
H -2.94006 4.77353 3.54739  0.145
H -2.10259 2.42965 4.01964  0.111
H 0.35279 3.66559 3.75851  0.128
H -0.92623 4.86548 4.19292  0.127
H -0.29140 2.32617 5.70582  0.096
H -0.21507 4.03253 6.33238  0.136
H -2.16164 3.20190 6.99395  0.120

Its net charge is +1. The value obtained for the gap between HOMO and LUMO is 8.6 eV. The energy above the lowest of the compared OMol25 structures with the same formula, charge and spin is 49.3 kcal/mol.

(6)
The following is a DFT calculation (the ωB97M-V functional and the def2-TZVPD basis) of 2 unconnected molecules or ions with the total composition CH4INOS in a non-equilibrium geometry.

Last column: Löwdin charge in e.
Element x y z (Å)
C 0.00492 0.88155 -0.65274  -0.038
N -1.07181 0.27788 -0.37766  -0.261
O -1.46840 -0.10912 0.72886  -0.189
H 0.58610 1.16660 0.09003  0.003
H 0.21091 1.17361 -1.72028  0.115
H -1.78069 0.12880 -1.08643  0.163
S 1.03609 -1.94280 0.61666  0.020
I 1.00726 -0.66419 2.71691  0.354
H 1.47561 -0.91233 -0.31536  -0.168

Its net charge is 0. As for the SMILES: C=[NH+][O-].SI. The value obtained for the gap between HOMO and LUMO is 7.9 eV. The energy above the lowest of the compared OMol25 structures with the same formula, charge and spin is 47.3 kcal/mol.

- Number 5 is which compound?
  C19H26NO3